Entry from the Open Molecules 2025 dataset: C32H35N3RuSi2 as an isolated structure at a distorted geometry (ωB97M-V/def2-TZVPD).

Calculated values
- ⟨S²⟩: 0.7587
- Gap between HOMO and LUMO (alpha / beta): 5.6 / 5.7 eV

The geometry in ORCA input format:
```
! wB97M-V def2-TZVPD RIJCOSX def2/J DEFGRID3
* xyz -1 2
Ru 0.36102 -0.44870 -0.35656
C 3.80642 -1.36617 0.73578
Si 2.75620 -0.65031 -0.67255
C 3.24578 -1.69122 -2.17370
C 3.53324 1.04451 -1.07775
C 4.91333 1.27153 -1.16871
C 5.42514 2.50260 -1.54665
C 4.55363 3.54349 -1.85548
C 3.18615 3.33950 -1.76271
C 2.65652 2.10229 -1.36746
Si 0.80329 1.82356 -1.05114
C -0.12333 2.31959 -2.61889
C 0.37968 3.17180 0.20676
H 4.83473 -1.56190 0.41069
H 3.37769 -2.31148 1.08217
H 3.85136 -0.67522 1.58228
H 4.33102 -1.65892 -2.32270
H 2.76948 -1.32349 -3.08729
H 2.93307 -2.72885 -2.03046
H 5.60562 0.46555 -0.93839
H 6.49727 2.65607 -1.60490
H 4.94443 4.50799 -2.16071
H 2.51825 4.16603 -1.99474
H 0.06578 3.37214 -2.85621
H -1.20236 2.18644 -2.48886
H 0.18635 1.71901 -3.47845
H 0.58967 4.14988 -0.24114
H 0.99865 3.06458 1.10098
H -0.66757 3.15979 0.51967
N -6.59939 5.21279 4.73693
C -5.87774 4.51016 4.18367
C -4.96808 3.62421 3.48635
C -4.52883 2.45958 4.10666
C -3.64808 1.62328 3.44002
C -3.20811 1.93648 2.15763
C -3.66801 3.09618 1.54200
C -4.54251 3.94507 2.20306
C -2.23891 1.05090 1.43653
C -2.61259 0.58462 0.19912
C -3.90233 0.65763 -0.44696
C -3.78437 -0.02389 -1.61869
C -2.42859 -0.50313 -1.66958
N -1.74813 -0.15124 -0.61091
C -1.01884 0.76338 2.07435
C -0.54614 1.26699 3.30181
C 0.68712 0.68720 3.54237
C 0.94503 -0.14427 2.44563
N -0.05988 -0.11953 1.56045
H -4.87696 2.21293 5.10041
H -3.31363 0.70554 3.90451
H -3.31976 3.33993 0.54712
H -4.88909 4.85358 1.72978
H -4.78978 1.12056 -0.04596
H -4.54876 -0.19909 -2.35942
H -1.95942 -1.09528 -2.44347
H -1.05339 1.98370 3.92733
H 1.32953 0.83721 4.39503
H 1.80411 -0.76610 2.25549
C 1.14801 -5.82583 -0.36984
C 0.15112 -5.09988 -1.28452
C -1.26263 -5.63323 -1.01709
C 0.52573 -5.36473 -2.74895
C 0.21200 -3.65103 -1.02609
C 0.26380 -2.45189 -0.80302
H 1.11401 -6.90501 -0.54988
H 0.91110 -5.63882 0.67856
H 2.16265 -5.46984 -0.55375
H -1.30765 -6.71130 -1.20160
H -1.98563 -5.13571 -1.66517
H -1.55279 -5.44252 0.01703
H 0.49135 -6.43805 -2.96042
H 1.53098 -4.99735 -2.95960
H -0.16701 -4.85434 -3.41975
*
```


Entry from the Open Molecules 2025 dataset: C32H35N4O5PV as an isolated structure at a distorted geometry (ωB97M-V/def2-TZVPD).

Calculated values
- ⟨S²⟩: 3.7653
- Gap between HOMO and LUMO (alpha / beta): 7.4 / 8.1 eV

The geometry in ORCA input format:
```
! wB97M-V def2-TZVPD RIJCOSX def2/J DEFGRID3
* xyz 0 4
V -0.64402 -0.01043 -0.23451
O -2.83730 -3.09446 -1.40120
C -2.11689 -2.11641 -1.27247
O -2.27857 -1.14611 -0.46644
C -0.91617 -1.93157 -2.17319
C -0.69906 -2.72006 -3.29027
C 0.37003 -2.42987 -4.12213
C 1.19334 -1.36229 -3.76721
C 0.90684 -0.62755 -2.63621
N -0.14052 -0.88471 -1.84232
H -1.38387 -3.53595 -3.47219
H 0.56536 -3.01856 -5.00448
H 2.05077 -1.10768 -4.36888
H 1.53556 0.20660 -2.34428
N 0.98565 1.20382 0.19238
C 0.61475 2.10357 1.27983
C 1.10296 1.40271 2.63211
O 0.62446 1.81514 3.68069
O 1.91972 0.48298 2.42569
H 1.51681 1.71359 -0.51266
H 1.65901 0.56470 0.69191
H -0.47121 2.28376 1.32775
H 1.11804 3.07508 1.21341
C -2.73135 0.35149 -5.70063
C -3.27581 -0.26197 -4.58266
C -2.93998 0.18654 -3.32233
C -2.03510 1.23596 -3.16394
C -1.48298 1.83978 -4.28690
C -1.84241 1.40068 -5.54994
P -1.69916 1.69120 -1.42813
C -3.42043 2.09276 -0.97027
C -4.21897 2.85740 -1.81945
C -5.53024 3.11931 -1.47950
C -6.06340 2.60385 -0.30872
C -5.28162 1.82363 0.52517
C -3.95806 1.57630 0.20103
C -0.93282 3.34630 -1.52520
C 0.34406 3.45547 -2.07589
C 1.01064 4.66669 -2.06714
C 0.41459 5.78122 -1.49793
C -0.84726 5.67872 -0.93720
C -1.51423 4.46708 -0.94165
H -3.00728 0.01811 -6.68899
H -3.96631 -1.08469 -4.68588
H -3.38185 -0.27182 -2.44759
H -0.79161 2.66477 -4.18800
H -1.43357 1.89221 -6.42074
H -3.81340 3.22952 -2.74921
H -6.14605 3.71746 -2.13283
H -7.09015 2.80859 -0.04895
H -5.69837 1.40125 1.42620
H -3.34144 0.95808 0.84201
H 0.80844 2.57798 -2.51330
H 2.00143 4.73462 -2.49455
H 0.94125 6.72360 -1.48499
H -1.30386 6.54589 -0.48397
H -2.48932 4.39387 -0.48197
C 2.29252 -2.71657 1.71424
N 1.26655 -2.33985 2.66239
C 1.66237 -2.37475 4.05885
C 0.96084 -1.27628 4.83875
C -0.52222 -1.33040 4.52662
N -0.69954 -1.17985 3.09614
C -1.82854 -0.39135 2.66072
C 0.24503 -1.56927 2.21445
O 0.13883 -1.36333 0.98698
H 3.07094 -1.94802 1.66151
H 1.84672 -2.83092 0.72665
H 2.72877 -3.66563 2.02531
H 2.74316 -2.21883 4.11514
H 1.43327 -3.36471 4.47834
H 1.33417 -0.30518 4.51054
H 1.13714 -1.37859 5.90656
H -1.04469 -0.50714 5.01938
H -0.96733 -2.28044 4.85487
H -1.64925 0.68016 2.83402
H -2.70866 -0.69803 3.22857
H -2.01812 -0.59992 1.60333
*
```


Entry from the Open Molecules 2025 dataset: C32H35N6OPdS2 as an isolated structure at a distorted geometry (ωB97M-V/def2-TZVPD).

Calculated values
- ⟨S²⟩: 6.0673
- Gap between HOMO and LUMO (alpha / beta): 8.5 / 6.8 eV
- Energy above the lowest of the compared OMol25 structures with the same formula, charge and spin: 40.9 kJ/mol

The geometry in ORCA input format:
```
! wB97M-V def2-TZVPD RIJCOSX def2/J DEFGRID3
* xyz 1 5
Pd 0.47273 -0.52508 0.27693
O 3.95433 1.94752 0.64693
C 3.09413 1.14832 0.28863
N 2.21923 0.55552 1.09673
C 2.26963 0.91852 2.48933
C 1.26433 0.16292 3.30303
C 1.18533 0.38122 4.67713
C 0.24923 -0.30698 5.42163
C -0.58667 -1.20548 4.77093
C -0.44517 -1.36558 3.40503
N 0.45323 -0.69728 2.68523
C 3.01633 0.66932 -1.13837
C 3.96563 1.09092 -2.06337
C 3.96693 0.52342 -3.32567
C 3.02623 -0.45598 -3.61847
C 2.09283 -0.78868 -2.64947
N 2.08313 -0.22828 -1.44897
H 2.09703 1.99872 2.61373
H 3.27903 0.72442 2.88593
H 1.85943 1.08262 5.13873
H 0.17003 -0.15488 6.48853
H -1.32627 -1.76858 5.31503
H -1.07597 -2.05168 2.85663
H 4.68083 1.84082 -1.75947
H 4.69693 0.82512 -4.06087
H 3.01233 -0.94498 -4.57887
H 1.32543 -1.52918 -2.84197
C -3.27797 -1.20288 0.75203
C -2.45607 -2.31488 0.22513
N -1.16217 -2.31248 0.12483
C -0.67487 -3.50708 -0.33807
C -1.64027 -4.43518 -0.61677
S -3.19757 -3.80908 -0.28167
C 0.75573 -3.71378 -0.43157
C 1.37453 -4.84898 -0.87817
S 3.07433 -4.70448 -0.73287
C 2.85353 -3.10528 -0.06447
N 1.61423 -2.74398 0.01513
C 4.01743 -2.29228 0.35033
H -2.63427 -0.35978 0.99693
H -3.81847 -1.52578 1.64223
H -4.01797 -0.88158 0.02013
H -1.51637 -5.43498 -0.98187
H 0.93223 -5.73848 -1.27847
H 4.67913 -2.87438 0.99083
H 3.67143 -1.40728 0.88223
H 4.59353 -1.98128 -0.52277
C 0.00743 3.45052 0.91023
C -1.41677 3.09962 1.35133
C -1.44837 1.97422 2.38453
C -2.23657 2.77722 0.13053
C -3.33847 3.54412 -0.16277
C -4.09137 3.34022 -1.31317
C -3.64237 2.42672 -2.25967
C -2.52837 1.64902 -2.05257
C -2.02267 0.76902 -3.16527
C -2.23077 -0.71468 -2.86197
C -0.54727 1.04742 -3.44957
C -1.83097 1.70632 -0.77447
N -0.92247 0.85892 -0.45677
H 0.58963 3.85492 1.73483
H -0.03217 4.19922 0.12223
H 0.51293 2.56442 0.51883
H -1.85977 3.98682 1.81953
H -1.02237 1.06692 1.95123
H -2.47097 1.77732 2.70223
H -0.86677 2.25062 3.26113
H -3.63007 4.33072 0.52163
H -4.98187 3.92212 -1.49337
H -4.17667 2.33852 -3.19517
H -2.60207 1.01282 -4.06227
H -1.62707 -1.00128 -2.00117
H -1.93027 -1.31048 -3.71967
H -3.27807 -0.91788 -2.65447
H 0.03703 0.83642 -2.55457
H -0.38967 2.08882 -3.71607
H -0.19327 0.41842 -4.26317
*
```


Entry from the Open Molecules 2025 dataset: C32H35N8RuS3 as an isolated structure (ωB97M-V/def2-TZVPD).

Calculated values
- Gap between HOMO and LUMO: 6.8 eV
- Energy above the lowest of the compared OMol25 structures with the same formula, charge and spin: 373.5 kJ/mol

The geometry in ORCA input format:
```
! wB97M-V def2-TZVPD RIJCOSX def2/J DEFGRID3
* xyz 1 1
Ru 1.34090 0.57076 0.88777
N 4.76685 2.35642 2.93462
C 3.91509 1.50696 2.29184
S 2.18247 1.81586 2.57076
N 4.37840 0.57925 1.55149
N 3.41865 -0.24241 0.94135
C 2.93200 -1.16199 1.72126
C 2.06610 -2.26018 1.29254
C 1.78628 -3.25331 2.16489
C 1.36184 -4.55439 1.70842
C 1.33591 -4.83594 0.39642
C 1.44030 -3.77890 -0.61108
N 1.72388 -2.34609 -0.08133
H 4.38911 2.96367 3.63899
H 5.72262 2.05863 3.04050
H 3.25798 -1.19124 2.76307
H 2.07259 -3.13350 3.20219
H 1.23403 -5.34424 2.43576
H 1.23087 -5.85424 0.04467
H 1.88127 -3.99279 -1.57608
C 0.43683 -2.73029 -0.47910
C -0.80901 -2.42627 -0.55584
C -2.08331 -2.11430 -0.65797
C -2.60524 -1.48983 -1.90512
C -1.85832 -0.51450 -2.56049
C -2.30325 0.04025 -3.74928
C -3.50562 -0.37709 -4.30252
C -4.25426 -1.35375 -3.66167
C -3.81012 -1.90603 -2.46977
C -3.02239 -2.48200 0.44005
C -2.72410 -3.54528 1.29398
C -3.59443 -3.90394 2.31185
C -4.78396 -3.20819 2.49199
C -5.08902 -2.14701 1.65084
C -4.21395 -1.78378 0.63616
H -0.92643 -0.19295 -2.11789
H -1.71355 0.80111 -4.24499
H -3.85635 0.05363 -5.23099
H -5.18555 -1.69373 -4.09522
H -4.39267 -2.68005 -1.98667
H -1.80834 -4.10306 1.13886
H -3.35535 -4.74308 2.95244
H -5.47569 -3.50366 3.27014
H -6.02246 -1.61086 1.77290
H -4.46338 -0.96239 -0.02397
C 3.12915 5.44734 -1.05376
C 2.15489 5.08494 0.04740
N 1.86193 3.65769 0.01586
C 2.17618 2.80604 -0.98340
N 2.03815 1.50939 -0.78431
C 2.27984 0.58472 -1.89589
C 3.35016 1.11315 -2.82777
C 2.92814 2.48708 -3.29817
N 2.63529 3.33022 -2.14718
C 2.67539 4.77485 -2.33418
H 4.13261 5.09779 -0.80264
H 3.16659 6.52816 -1.18385
H 1.22689 5.65093 -0.07223
H 2.56439 5.32488 1.02881
H 1.71304 3.19847 0.90284
H 1.35441 0.42868 -2.46172
H 2.57383 -0.37180 -1.47210
H 3.47189 0.44417 -3.67940
H 4.30335 1.17198 -2.29839
H 2.05203 2.41619 -3.95346
H 3.72374 2.97105 -3.86532
H 1.69423 5.15506 -2.64253
H 3.37468 4.97664 -3.14445
S -0.75384 1.44606 0.39556
C -1.77304 0.89469 1.61517
N -3.08167 1.06378 1.66160
C -3.76141 0.61833 2.87508
C -2.86806 -0.47002 3.45652
S -1.17324 0.01933 2.98008
H -3.55051 1.59750 0.94540
H -4.74525 0.22522 2.62588
H -3.86935 1.46069 3.56254
H -3.08008 -1.44126 3.01333
H -2.94157 -0.52718 4.53888
*
```


Entry from the Open Molecules 2025 dataset: C32H36AgCl2N3O3SSi as an isolated structure (ωB97M-V/def2-TZVPD).

Calculated values
- Gap between HOMO and LUMO: 5.2 eV
- Energy above the lowest of the compared OMol25 structures with the same formula, charge and spin: 74.8 kJ/mol

The geometry in ORCA input format:
```
! wB97M-V def2-TZVPD RIJCOSX def2/J DEFGRID3
* xyz -2 1
Ag -1.24678 0.88166 -0.24212
C -2.15357 -6.34278 0.07083
O -3.27495 -6.29219 0.96787
C -4.32597 -5.51003 0.56895
C -5.55719 -6.11623 0.37185
C -6.65616 -5.36870 -0.02275
C -6.51504 -4.00037 -0.21153
C -5.29404 -3.38373 0.01693
C -4.18056 -4.12487 0.41134
N -2.95361 -3.53722 0.70635
C -2.28451 -2.50652 0.01970
N -2.76389 -2.30982 -1.23773
C -2.39271 -1.39346 -2.27477
C -1.60715 -0.25165 -2.09634
C -1.36844 0.46927 -3.27867
C -1.86217 0.11773 -4.53300
C -2.67393 -1.00444 -4.65571
C -2.93354 -1.74111 -3.51798
O -3.75498 -2.87764 -3.59126
C -5.12844 -2.55029 -3.68264
N -1.29213 -1.88588 0.53368
C -0.85315 -2.27232 1.80165
C -1.23839 -1.56933 2.94195
C -0.83534 -1.96946 4.20656
C -0.03433 -3.09777 4.35685
C 0.38805 -3.78731 3.22704
C 0.00608 -3.36906 1.95971
O 0.42408 -4.10354 0.87826
C 1.21878 -3.38141 -0.08576
H -1.79176 -7.37036 0.08364
H -1.35079 -5.67509 0.37836
H -2.46214 -6.08359 -0.94395
H -5.62851 -7.18708 0.51622
H -7.61037 -5.85349 -0.18609
H -7.36436 -3.40246 -0.51803
H -5.18836 -2.31143 -0.08737
H -2.43997 -3.92623 1.48166
H -3.38567 -3.02614 -1.57388
H -0.75735 1.36449 -3.21618
H -1.62595 0.71429 -5.40798
H -3.09091 -1.31700 -5.60638
H -5.35828 -2.05112 -4.62868
H -5.43047 -1.89071 -2.86194
H -5.69137 -3.48214 -3.61922
H -1.85411 -0.68873 2.80577
H -1.14144 -1.39477 5.07207
H 0.28433 -3.42321 5.33930
H 1.04431 -4.64549 3.30608
H 1.74156 -4.13687 -0.66952
H 1.94799 -2.74929 0.41687
H 0.59452 -2.76731 -0.73268
Cl 1.30403 0.92116 1.46486
C 2.59247 -0.25086 1.50072
C 2.51042 -1.22462 2.47830
C 3.48588 -2.20415 2.58646
C 4.54398 -2.18605 1.69154
C 4.62087 -1.19719 0.72486
Cl 6.00829 -1.26298 -0.33644
C 3.66426 -0.15266 0.56471
S 3.79501 1.08215 -0.61054
H 1.65853 -1.22403 3.14750
H 3.40550 -2.97786 3.33938
H 5.32143 -2.93861 1.73608
C -2.86231 4.57819 3.24267
Si -1.70039 3.28351 2.44739
C -0.09087 4.23181 2.22578
C -1.48376 2.02829 3.83865
C -2.30946 2.58844 0.89420
H -2.43591 5.00500 4.15805
H -3.82410 4.11998 3.50098
H -3.06359 5.40005 2.54707
H 0.18651 4.77666 3.13409
H -0.18246 4.95851 1.41211
H 0.73067 3.56371 1.97028
H -1.32245 2.53355 4.79697
H -0.62979 1.38147 3.63761
H -2.37310 1.39738 3.94215
H -2.33132 3.36202 0.11619
H -3.32413 2.18156 0.97672
*
```


Entry from the Open Molecules 2025 dataset: C32H36BF5N12Pt as an isolated structure (ωB97M-V/def2-TZVPD).

Calculated values
- Gap between HOMO and LUMO: 7.7 eV

The geometry in ORCA input format:
```
! wB97M-V def2-TZVPD RIJCOSX def2/J DEFGRID3
* xyz 2 1
Pt -0.02988 0.27136 0.05723
C -3.59458 3.25953 0.80327
C -2.78492 2.53302 1.88663
C -3.31140 1.12568 2.12887
C -1.29730 2.77541 1.68109
C -0.79221 4.00422 2.09333
C 0.55921 3.99027 1.83237
N 0.85800 2.82052 1.28899
N -0.24836 2.04741 1.17556
B 2.20122 2.26519 0.84789
N 2.14630 2.04332 -0.67323
C 2.89489 2.60780 -1.61411
C 2.78041 1.87366 -2.77602
C 1.95684 0.80014 -2.46549
N 1.51107 0.95770 -1.18964
C 1.99743 -0.50462 -3.22830
C 3.44915 -1.01052 -3.18513
C 1.48027 -0.37954 -4.67508
N 2.43390 0.92385 1.57034
C 3.35179 0.72903 2.52500
C 3.40556 -0.60739 2.81517
C 2.48445 -1.22471 1.95933
N 1.85257 -0.27437 1.23448
C 2.44548 -2.73111 1.81680
C 3.88970 -3.22860 1.62346
C 1.59492 -3.28034 0.68468
H -4.64495 3.28350 1.09287
H -3.52424 2.75125 -0.15567
H -3.25597 4.28665 0.67070
H -2.96925 3.08103 2.81401
H -3.02373 0.42416 1.35849
H -4.40089 1.16116 2.13946
H -2.99754 0.74037 3.09870
H -1.36250 4.79416 2.55161
H 1.32779 4.72584 2.00534
H 3.06716 3.03708 1.11894
H 3.51028 3.46228 -1.38274
H 3.32750 2.02075 -3.69173
H 1.42816 -1.25407 -2.68530
H 4.11262 -0.34605 -3.73810
H 3.50299 -2.00031 -3.63989
H 3.81052 -1.07961 -2.15748
H 1.19051 0.64195 -4.92143
H 0.61427 -1.01843 -4.85541
H 2.24502 -0.68335 -5.38826
H 3.92673 1.55756 2.90531
H 4.06449 -1.09398 3.51184
H 2.08435 -3.13307 2.76829
H 4.29938 -2.84613 0.68573
H 3.89705 -4.31717 1.57940
H 4.55129 -2.92278 2.42956
H 1.68026 -2.66014 -0.21033
H 0.55435 -3.38732 0.96800
H 1.94320 -4.27789 0.41762
N -0.22935 0.20456 3.43873
C -0.89672 -0.78351 2.86063
N -1.47887 -1.66637 3.65593
C -2.05188 -2.71985 3.08492
N -2.71929 -3.57520 3.84029
N -1.95661 -3.00856 1.75423
C -1.40430 -2.08522 1.03863
N -0.96019 -0.88335 1.48895
C -1.22544 -2.33070 -0.40496
C -1.79268 -3.41793 -1.03048
C -1.76528 -3.47825 -2.41471
C -1.23127 -2.40792 -3.11438
C -0.65892 -1.36344 -2.41611
N -0.57192 -1.36977 -1.07952
H -0.21810 0.22202 4.44584
H 0.22615 0.92931 2.91324
H -2.80820 -3.40721 4.82889
H -3.14937 -4.38448 3.42548
H -2.28258 -4.16517 -0.42352
H -2.20646 -4.31625 -2.93718
H -1.26610 -2.36193 -4.19365
H -0.29249 -0.48872 -2.92598
F -3.18649 -0.56365 -0.70910
C -2.78267 0.56327 -1.32067
C -1.53883 1.13024 -1.05842
C -1.29440 2.33140 -1.71746
F -0.17889 3.02798 -1.49953
C -2.18629 2.89761 -2.61633
F -1.88304 4.04276 -3.20445
C -3.39425 2.27812 -2.87895
F -4.25539 2.80978 -3.72085
C -3.69575 1.10534 -2.20881
F -4.85744 0.50078 -2.40772
*
```


Calculated total energy, -56560.410, -84930.069, -69884.390, -80752.924, -92138.172, -69148.875 eV (same order as the records).